A structure of composition C64H52N6SeSiTi, computed with ωB97M-V/def2-TZVPD.

Each line ends with the Löwdin charge.
CARTESIAN COORDINATES (ANGSTROEM)
Ti1 -0.8547 -0.6183 -0.2733  1.104
C1 0.6090 -5.3853 -6.3255  -0.122
C2 1.3730 -4.2609 -6.0465  -0.099
C3 1.0573 -3.4531 -4.9605  -0.035
C4 -0.0315 -3.7433 -4.1399  -0.192
C5 -0.7872 -4.8803 -4.4287  -0.037
C6 -0.4716 -5.6938 -5.5080  -0.101
C7 -0.3876 -2.8644 -2.9936  -0.105
C8 -0.2054 -3.3936 -1.6639  -0.244
C9 0.2792 -4.6539 -1.3394  -0.050
C10 0.6209 -4.6150 0.0207  -0.085
C11 0.3463 -3.3338 0.4775  -0.278
N1 -0.2248 -2.5932 -0.5331  -0.005
C12 0.6797 -2.8151 1.8147  -0.103
C13 -0.2103 -1.9548 2.4157  -0.223
C14 -0.5307 -1.8315 3.8289  -0.019
C15 -1.7010 -1.1744 3.9335  -0.010
C16 -2.1068 -0.7677 2.6137  -0.259
C17 -3.2419 -0.0756 2.3267  -0.103
C18 -4.1607 0.2881 3.4439  -0.195
C19 -5.4331 -0.2775 3.5305  -0.034
C20 -6.2967 0.0598 4.5635  -0.099
C21 -5.9077 0.9815 5.5281  -0.119
C22 -4.6490 1.5601 5.4471  -0.092
C23 -3.7881 1.2196 4.4102  -0.026
C24 -3.6069 0.3835 1.0287  -0.253
N2 -2.8592 0.1741 -0.1150  0.023
C25 -3.4464 0.9456 -1.0889  -0.262
C26 -2.9656 1.0615 -2.4424  -0.112
C27 -3.6278 2.0431 -3.3481  -0.192
C28 -2.9347 3.1640 -3.8023  -0.030
C29 -3.5287 4.0571 -4.6861  -0.089
C30 -4.8302 3.8515 -5.1227  -0.121
C31 -5.5360 2.7441 -4.6662  -0.105
C32 -4.9385 1.8511 -3.7873  -0.043
C33 -2.0077 0.2636 -2.9639  -0.246
C34 -1.7320 0.1146 -4.3920  -0.007
C35 -1.0538 -1.0261 -4.5589  -0.009
C36 -0.8305 -1.6165 -3.2415  -0.239
N3 -1.3026 -0.7245 -2.2676  -0.006
C37 -4.5612 1.6176 -0.5759  -0.042
C38 -4.6685 1.2555 0.7598  -0.041
N4 -1.1436 -1.2076 1.6938  0.014
C39 1.9711 -3.2247 2.4068  -0.142
C40 2.9545 -3.8213 1.5869  -0.050
C41 4.1909 -4.2139 2.0662  -0.105
C42 4.5409 -4.0119 3.3962  -0.138
C43 3.6214 -3.3729 4.2141  -0.117
C44 2.3748 -2.9898 3.7367  -0.045
H1 0.8546 -6.0176 -7.1709  0.086
H2 2.2236 -4.0109 -6.6703  0.092
H3 1.6598 -2.5816 -4.7305  0.122
H4 -1.6317 -5.1161 -3.7916  0.120
H5 -1.0764 -6.5695 -5.7152  0.091
H6 0.4299 -5.4693 -2.0295  0.088
H7 1.0648 -5.4038 0.6098  0.099
H8 -0.0550 -2.3427 4.6444  0.085
H9 -2.2716 -1.0199 4.8355  0.108
H10 -5.7344 -0.9919 2.7734  0.121
H11 -7.2776 -0.3990 4.6144  0.091
H12 -6.5834 1.2512 6.3317  0.087
H13 -4.3337 2.2882 6.1855  0.094
H14 -2.8112 1.6820 4.3385  0.103
H15 -1.9293 3.3395 -3.4362  0.082
H16 -2.9700 4.9232 -5.0226  0.095
H17 -5.2949 4.5512 -5.8081  0.085
H18 -6.5536 2.5713 -4.9998  0.089
H19 -5.4853 0.9837 -3.4344  0.118
H20 -2.1090 0.7734 -5.1599  0.108
H21 -0.7673 -1.4834 -5.4937  0.103
H22 -5.1837 2.3086 -1.1227  0.094
H23 -5.3940 1.6042 1.4794  0.096
H24 2.7354 -3.9679 0.5397  0.100
H25 4.9010 -4.6560 1.3760  0.095
H26 5.5106 -4.3148 3.7737  0.082
H27 3.8680 -3.1640 5.2496  0.089
H28 1.7314 -2.4727 4.4247  0.067
C45 1.2977 -0.3729 -0.3054  -0.275
Si1 2.2985 1.1511 -0.1338  0.632
C46 1.9262 2.2715 1.3571  -0.223
N5 1.1778 1.6060 2.4373  -0.176
C47 -0.1046 2.2213 2.8152  -0.178
C48 -0.0829 2.7887 4.2391  -0.197
C49 1.2486 3.4929 4.4862  -0.196
C50 2.4032 2.4739 4.4271  -0.180
C51 1.9876 1.2536 3.5873  -0.204
C52 4.1335 0.6528 0.0758  -0.211
C53 5.1772 1.0881 -0.7450  -0.095
C54 6.4969 0.7122 -0.5102  -0.112
C55 6.8073 -0.1095 0.5644  -0.121
C56 5.7876 -0.5661 1.3919  -0.095
C57 4.4732 -0.1956 1.1388  -0.097
C58 2.2397 2.1949 -1.7085  -0.255
C59 2.9110 3.4188 -1.7894  -0.129
C60 2.8466 4.2112 -2.9287  -0.113
C61 2.0964 3.7933 -4.0200  -0.113
C62 1.4110 2.5870 -3.9598  -0.089
C63 1.4859 1.8003 -2.8176  -0.091
H29 1.7023 -1.1485 0.3509  0.006
H30 1.5108 -0.7392 -1.3234  0.027
H31 1.3962 3.1641 1.0062  0.042
H32 2.8999 2.6330 1.7263  0.080
H33 -0.9279 1.5087 2.7018  0.093
H34 -0.3134 3.0430 2.1283  0.088
H35 -0.2133 1.9898 4.9797  0.104
H36 -0.9279 3.4716 4.3612  0.104
H37 1.2473 4.0217 5.4434  0.095
H38 1.3838 4.2522 3.7087  0.109
H39 2.6809 2.1390 5.4329  0.099
H40 3.2948 2.9405 3.9993  0.092
H41 1.4147 0.5528 4.2013  0.108
H42 2.8701 0.7031 3.2539  0.098
H43 4.9590 1.7325 -1.5906  0.086
H44 7.2838 1.0640 -1.1702  0.089
H45 7.8350 -0.4032 0.7516  0.087
H46 6.0056 -1.2275 2.2226  0.092
H47 3.6901 -0.5960 1.7812  0.088
H48 3.4882 3.7737 -0.9381  0.105
H49 3.3664 5.1632 -2.9580  0.090
H50 2.0289 4.4156 -4.9059  0.089
H51 0.7988 2.2609 -4.7941  0.095
H52 0.9112 0.8796 -2.7792  0.083
Se1 -0.6835 4.4411 -0.7712  0.502
C64 -0.6668 2.6536 -0.5694  -0.855
N6 -0.6263 1.5003 -0.4145  0.018

Summary:
Total charge: -2
E_LUMO (alpha / beta) in eV: 4.136 / 4.136
E_HOMO (alpha / beta) in eV: -0.47 / -0.47
2S+1: 1
Energy in eV: -172497.350
Relative energy (zero: lowest compared OMol25 entry of this formula, charge and spin) in kcal/mol: 0.0
HOMO-LUMO gap (alpha / beta) in eV: 4.6 / 4.6